(1)
The following is a quantum chemistry calculation of a 2-piece molecular cluster, C5H8BrF2N overall, from OMol25.

Calculated values
* HOMO energy (spin up / spin down): -7.689 / -7.721 eV
* F_max: 0.093 hartree/bohr
* energy above the lowest of the compared OMol25 structures with the same formula, charge and spin: 72.43 kcal/mol
* E: -3023.6429 a.u.
* M: 200.03 g mol⁻¹

Each line ends with the Löwdin charge.
Cartesian coordinates (Å):
Br: 0.76 -3.04 -2.68  0.79
F: 0.34 -4.61 -0.45  0.02
F: -1.18 -4.72 -1.93  -0.01
N: 0.46 0.37 -0.15  -0.26
C: -0.33 -3.86 -1.34  -0.84
C: 0.15 -1.64 1.27  -0.02
C: -0.05 1.52 0.49  -0.08
C: 0.42 0.45 -1.55  0.02
C: 0.78 -0.62 0.71  -0.10
H: -0.90 -1.82 1.19  0.05
H: -0.97 -3.16 -0.82  0.09
H: 0.58 1.38 -1.96  0.02
H: 0.69 -2.24 1.97  0.04
H: 0.91 -0.41 -2.13  0.01
H: -1.16 1.37 0.43  0.12
H: 0.11 2.41 -0.03  0.06
H: 0.23 1.66 1.58  0.12

=====

(2)
The following is a quantum chemistry calculation of a 3-piece molecular cluster, C30H40BN6O10S overall, from OMol25.

Calculated values
* HOMO energy: -11.517 eV
* F_max: 0.073 hartree/bohr
* E: -2670.8823 a.u.
* M: 687.56 g mol⁻¹
* charge: +1

Each line ends with the Löwdin charge.
Cartesian coordinates (Å):
S: 0.59 -0.85 -0.58  0.90
O: 2.58 -2.62 -1.71  0.02
O: 0.79 2.26 -0.73  -0.18
O: -6.25 1.79 0.55  0.15
O: 0.77 -3.35 -7.78  0.12
O: 6.84 -4.47 -1.08  0.13
O: 1.69 -4.40 0.11  0.09
O: -1.31 -0.92 -3.26  0.03
O: 5.93 -6.31 0.68  0.12
O: -1.15 -3.60 -3.50  0.11
O: 0.69 -0.66 -7.50  0.13
N: -3.41 3.27 4.25  0.08
N: -2.15 -0.06 -0.66  0.09
N: -3.71 -2.31 0.60  0.10
N: -4.09 1.17 -0.51  0.27
N: -4.71 3.63 0.20  0.21
N: -2.27 1.46 1.17  0.08
C: -3.51 0.53 3.24  0.02
C: 3.19 2.53 -0.65  -0.21
C: 0.24 -1.31 -6.58  -0.30
C: 5.65 -4.45 -0.84  -0.31
C: 0.29 1.96 3.31  -0.37
C: -0.82 1.26 0.94  -0.29
C: -3.96 2.25 4.95  -0.11
C: 1.54 1.43 4.18  -0.07
C: -2.89 2.93 3.06  -0.10
C: 0.27 -2.81 -6.66  -0.23
C: -0.32 -0.70 -5.38  0.09
C: -0.94 -0.15 0.21  -0.58
C: -2.45 -2.31 0.42  -0.22
C: -0.19 -3.57 -5.66  0.08
C: 4.74 -3.49 -1.46  0.08
C: -2.87 1.57 2.47  -0.16
C: 1.79 3.26 -0.51  -0.21
C: 0.28 1.07 2.02  -0.10
C: 4.39 3.37 -0.05  -0.10
C: 0.57 3.49 3.11  -0.08
C: 3.78 -5.42 0.45  0.08
C: -2.93 0.92 0.07  -0.22
C: 5.08 -5.43 0.14  -0.23
C: -0.73 -2.95 -4.45  -0.31
C: -1.39 -1.42 1.15  -0.15
C: -0.42 2.48 0.00  -0.12
C: 3.44 -3.49 -1.15  -0.23
C: 2.88 -4.45 -0.16  -0.32
C: -0.78 -1.46 -4.38  -0.22
C: -4.07 0.86 4.54  -0.01
B: -5.00 2.22 0.06  -0.60
H: 1.75 4.07 -1.29  0.14
H: 4.78 2.87 0.86  0.07
H: 5.16 -2.79 -2.18  0.14
H: -0.23 4.07 2.60  0.06
H: 1.30 1.65 5.25  0.09
H: -4.55 0.12 5.20  0.12
H: -2.04 -3.03 -0.34  0.12
H: 1.27 1.27 1.51  0.13
H: 1.52 -1.10 0.40  -0.04
H: -1.67 -1.12 2.18  0.10
H: 6.81 -6.11 0.29  0.12
H: -4.86 3.89 1.18  0.10
H: -3.92 -1.58 1.30  0.01
H: 2.44 2.04 3.91  0.08
H: 4.11 4.43 0.14  0.07
H: -0.35 0.38 -5.34  0.14
H: 1.59 3.64 2.65  0.08
H: -4.36 0.65 -1.35  0.18
H: -0.49 -2.07 1.26  0.08
H: -0.18 -4.65 -5.70  0.14
H: 0.66 3.94 4.14  0.10
H: 3.37 2.22 -1.71  0.11
H: -0.33 3.44 0.56  0.12
H: -3.56 -0.51 2.85  0.09
H: -6.38 0.89 0.18  0.11
H: -0.58 1.80 4.00  0.12
H: 3.10 1.60 -0.01  0.10
H: -1.21 2.68 -0.79  0.14
H: -2.44 3.75 2.46  0.12
H: 0.41 0.02 2.40  0.11
H: 3.36 -6.13 1.15  0.14
H: -1.56 -1.69 -2.70  0.09
H: -3.77 3.89 -0.10  0.08
H: 1.71 -2.82 -1.31  0.02
H: -4.39 2.50 5.95  0.12
H: 5.21 3.34 -0.81  0.08
H: 1.74 0.34 4.02  0.08
H: 1.03 -2.60 -8.34  0.12
H: 1.79 3.72 0.50  0.10
H: -1.90 0.24 -1.62  0.13